Record 1
The following is a DFT calculation (ωB97M-V/def2-TZVPD) of an isolated molecule of C7H15N in a non-equilibrium geometry.

## Properties
E	-330.379422	Ha
SMILES	C/C=C\C(C)(C)CN
gap between HOMO and LUMO	9.62	eV
lowest unoccupied orbital energy	0.90	eV

Atoms and positions in Å:
C: -2.52 -0.90 0.03
C: -2.04 0.50 -0.30
C: -0.83 0.84 -0.68
C: 0.46 0.44 0.02
C: 0.13 0.28 1.59
C: 1.52 1.50 -0.26
C: 0.82 -0.91 -0.63
H: -3.50 -0.99 0.65
H: -2.59 -1.43 -0.90
H: -1.78 -1.46 0.58
H: -3.02 0.93 -0.60
H: -0.71 1.54 -1.53
H: -0.31 1.08 2.05
H: -0.43 -0.67 1.65
H: 1.12 0.03 2.07
H: 2.53 1.20 -0.05
H: 1.36 1.76 -1.30
H: 1.30 2.42 0.38
H: 0.92 -0.72 -1.66
H: 0.01 -1.67 -0.51
H: 2.71 -0.66 0.38
H: 2.68 -1.70 -0.88
N: 2.14 -1.42 -0.08



Record 2
The following is a DFT calculation (ωB97M-V/def2-TZVPD) of a structure of composition C37H41InN5O2S3Sb.

## Properties
E	-3483.891987	Ha
2S+1	2
net charge	-1
gap between HOMO and LUMO (alpha / beta)	5.72 / 6.13	eV
lowest unoccupied orbital energy (alpha / beta)	1.66 / 1.55	eV

Atoms and positions in Å:
In: -0.25 0.17 -0.07
C: 6.36 5.07 -0.79
O: 5.62 5.00 0.41
C: 5.83 3.92 1.22
C: 6.74 2.91 0.96
C: 6.84 1.84 1.84
C: 6.00 1.73 2.93
C: 5.11 2.77 3.20
C: 5.03 3.86 2.36
N: 6.19 0.63 3.84
N: 5.25 -0.09 4.20
C: 3.95 0.00 3.58
C: 2.86 0.17 4.40
C: 1.56 0.29 3.90
C: 1.30 0.17 2.55
O: 0.12 0.28 2.02
C: 2.43 -0.12 1.70
N: 2.14 -0.30 0.39
C: 3.08 -0.66 -0.45
C: 4.41 -0.84 -0.03
C: 4.74 -0.61 1.27
C: 3.75 -0.22 2.20
H: 6.06 5.99 -1.28
H: 6.13 4.22 -1.44
H: 7.44 5.10 -0.59
H: 7.38 2.94 0.09
H: 7.57 1.06 1.66
H: 4.46 2.71 4.07
H: 4.33 4.66 2.55
H: 3.04 0.25 5.47
H: 0.72 0.46 4.57
H: 2.78 -0.83 -1.48
H: 5.15 -1.16 -0.75
H: 5.76 -0.76 1.61
C: 3.23 2.94 -0.86
C: 2.17 3.81 -0.19
C: 1.70 3.27 1.15
C: 0.99 4.16 -1.07
C: 0.75 5.51 -1.29
C: -0.32 5.94 -2.07
C: -1.17 5.01 -2.61
C: -0.99 3.64 -2.41
C: -2.03 2.70 -2.98
C: -3.42 3.02 -2.43
C: -2.04 2.72 -4.51
C: 0.11 3.22 -1.65
N: 0.36 1.80 -1.54
C: 0.65 1.20 -2.66
C: 0.74 -0.20 -2.79
C: 1.12 -0.97 -3.89
C: 1.02 -2.30 -3.48
C: 0.57 -2.28 -2.14
N: 0.40 -1.02 -1.74
C: 0.38 -3.47 -1.24
C: 1.75 -3.95 -0.75
C: -0.31 -4.60 -2.02
C: -0.47 -3.12 -0.02
H: 4.07 2.76 -0.18
H: 3.61 3.43 -1.76
H: 2.83 1.97 -1.16
H: 2.66 4.77 0.03
H: 1.05 2.40 1.03
H: 1.11 4.02 1.69
H: 2.54 2.97 1.78
H: 1.42 6.23 -0.85
H: -0.47 7.00 -2.24
H: -2.02 5.34 -3.21
H: -1.80 1.67 -2.69
H: -3.72 4.03 -2.71
H: -3.44 2.93 -1.35
H: -4.14 2.32 -2.85
H: -2.37 3.69 -4.89
H: -2.71 1.95 -4.88
H: -1.04 2.53 -4.92
H: 0.82 1.80 -3.56
H: 1.39 -0.60 -4.87
H: 1.21 -3.17 -4.08
H: 2.42 -4.15 -1.59
H: 1.64 -4.88 -0.17
H: 2.22 -3.21 -0.10
H: 0.32 -4.96 -2.83
H: -1.26 -4.25 -2.44
H: -0.51 -5.44 -1.35
H: 0.02 -2.40 0.63
H: -0.63 -4.02 0.58
H: -1.45 -2.74 -0.30
S: -4.51 -2.88 -0.64
Sb: -3.88 -0.87 -1.52
S: -2.75 -0.94 -3.49
S: -2.61 0.33 0.23



Record 3
The following is a DFT calculation (ωB97M-V/def2-TZVPD) of a cluster of 2 separate species, C7H14N2S in total in a non-equilibrium geometry.

## Properties
E	-782.776283	Ha
SMILES	CCc1c[nH]cn1.CSC
gap between HOMO and LUMO	9.27	eV
lowest unoccupied orbital energy	0.76	eV

Atoms and positions in Å:
C: -2.74 1.01 -0.41
C: -1.66 -1.37 -1.59
S: -3.17 -0.68 -0.83
H: -1.96 1.44 -1.03
H: -3.75 1.45 -0.54
H: -2.34 1.11 0.60
H: -2.15 -2.03 -2.30
H: -1.04 -1.89 -0.87
H: -0.99 -0.69 -2.13
C: 2.50 0.24 -0.35
C: 2.22 -1.28 -0.71
C: 1.40 0.56 0.65
C: 0.28 -0.17 1.08
C: 0.45 1.70 2.23
N: 1.35 1.81 1.25
N: -0.18 0.51 2.17
H: 3.52 0.41 -0.01
H: 2.40 0.89 -1.22
H: 2.12 -1.87 0.20
H: -0.08 -1.09 0.69
H: 0.20 2.57 2.83
H: -0.74 0.13 2.90
H: 3.05 -1.62 -1.34
H: 1.31 -1.13 -1.29



Record 4
The following is a DFT calculation (ωB97M-V/def2-TZVPD) of an isolated molecule of C4H8O2 in a non-equilibrium geometry.

## Properties
E	-307.623454	Ha
SMILES	C[C@H]1[C@@H](O)[C@H]1O
gap between HOMO and LUMO	10.41	eV
lowest unoccupied orbital energy	0.78	eV

Atoms and positions in Å:
C: -1.11 -0.56 -1.00
C: -0.50 -0.63 0.37
C: 0.95 -0.33 0.69
O: 1.89 0.13 -0.24
C: -0.11 0.71 0.98
O: -0.08 1.77 0.05
H: -2.19 -0.40 -0.90
H: -0.70 0.30 -1.53
H: -0.94 -1.47 -1.59
H: -0.88 -1.44 1.00
H: 1.40 -0.97 1.46
H: 1.76 -0.33 -1.08
H: -0.36 1.28 1.85
H: 0.86 1.94 -0.08



Record 5
The following is a DFT calculation (ωB97M-V/def2-TZVPD) of a structure of composition C20H48FGaNO7 in a non-equilibrium geometry.

## Properties
E	-3396.748376	Ha
net charge	-1
gap between HOMO and LUMO	6.09	eV
lowest unoccupied orbital energy	2.34	eV

Atoms and positions in Å:
C: 4.20 0.80 -1.37
C: 4.86 -0.25 -2.23
C: 4.93 0.15 -3.69
O: 3.72 -0.07 -4.35
C: 3.05 1.10 -4.89
Ga: 1.30 1.49 -3.83
C: 1.68 2.99 -2.45
N: 1.31 4.33 -3.00
C: 0.81 -0.28 -2.91
C: -0.66 -0.46 -2.58
C: -0.93 -1.68 -1.72
F: -1.36 -0.67 -3.79
H: 4.37 0.56 -0.32
H: 4.61 1.79 -1.53
H: 3.13 0.83 -1.50
H: 5.88 -0.42 -1.90
H: 4.32 -1.19 -2.15
H: 5.28 1.18 -3.77
H: 5.71 -0.47 -4.16
H: 2.74 0.83 -5.90
H: 3.71 1.96 -4.95
H: 0.13 2.04 -4.79
H: 2.74 3.03 -2.23
H: 1.18 2.80 -1.50
H: 0.32 4.50 -2.87
H: 1.83 5.05 -2.52
H: 1.40 -0.39 -2.01
H: 1.07 -1.10 -3.58
H: -1.08 0.43 -2.12
H: -1.87 -1.63 -1.18
H: -0.87 -2.54 -2.38
H: -0.11 -1.76 -1.02
C: -3.20 -4.75 -1.21
O: -3.77 -4.00 -0.16
C: -4.79 -3.11 -0.59
C: -5.89 -2.99 0.44
O: -6.75 -4.12 0.53
C: -6.26 -5.30 1.14
C: -6.12 -5.23 2.64
O: -5.01 -4.45 3.03
C: -5.21 -3.72 4.22
H: -2.59 -4.12 -1.86
H: -2.57 -5.52 -0.77
H: -3.98 -5.25 -1.81
H: -5.22 -3.44 -1.54
H: -4.34 -2.12 -0.74
H: -6.54 -2.17 0.11
H: -5.49 -2.71 1.42
H: -5.33 -5.63 0.67
H: -7.02 -6.05 0.92
H: -5.98 -6.25 3.03
H: -7.05 -4.83 3.07
H: -6.14 -3.15 4.18
H: -4.38 -3.02 4.33
H: -5.23 -4.39 5.09
C: 2.31 1.22 5.12
O: 2.66 2.40 4.43
C: 3.84 2.29 3.66
C: 3.76 3.05 2.36
O: 2.95 2.46 1.37
C: 1.54 2.48 1.52
C: 0.90 3.83 1.32
O: 1.13 4.70 2.43
C: 1.28 6.05 2.06
H: 3.01 1.03 5.95
H: 1.31 1.36 5.52
H: 2.31 0.36 4.45
H: 4.06 1.23 3.44
H: 4.68 2.69 4.25
H: 4.76 3.05 1.93
H: 3.49 4.10 2.53
H: 1.23 2.02 2.47
H: 1.17 1.84 0.72
H: -0.19 3.69 1.22
H: 1.28 4.27 0.40
H: 2.01 6.16 1.26
H: 1.63 6.59 2.94
H: 0.32 6.48 1.74



Record 6
The following is a DFT calculation (ωB97M-V/def2-TZVPD) of a cluster of 2 separate species, C3H7OS in total in a non-equilibrium geometry.

## Properties
E	-591.925266	Ha
net charge	-1
gap between HOMO and LUMO	6.38	eV
lowest unoccupied orbital energy	3.88	eV

Atoms and positions in Å:
O: -3.71 0.16 0.90
C: -2.56 -0.08 1.11
H: -2.10 -1.08 1.18
H: -1.83 0.72 1.36
C: 1.63 0.00 -1.28
C: 0.94 0.21 0.08
S: 1.15 -1.20 1.22
H: 2.38 -0.77 -1.25
H: 0.93 -0.39 -2.01
H: 2.05 0.91 -1.70
H: 1.27 1.19 0.46
H: -0.13 0.34 -0.09



Record 7
The following is a DFT calculation (ωB97M-V/def2-TZVPD) of an isolated molecule of C6H7FO in a non-equilibrium geometry.

## Properties
E	-407.809117	Ha
SMILES	C#C[C@]1(C)OC[C@@H]1F
gap between HOMO and LUMO	11.16	eV
lowest unoccupied orbital energy	1.03	eV

Atoms and positions in Å:
C: -0.90 -1.49 -0.38
C: 0.05 -0.31 -0.06
C: 0.25 1.52 -1.05
C: -0.65 1.05 0.12
C: 0.98 -0.59 1.02
C: 1.77 -0.79 1.93
H: -1.56 -1.65 0.49
H: -1.50 -1.34 -1.28
H: -0.32 -2.39 -0.44
H: -0.21 1.96 -1.96
H: 1.04 2.17 -0.72
H: -1.66 1.02 -0.21
H: 2.67 -0.92 2.55
O: 0.56 0.14 -1.31
F: -0.53 1.64 1.31



Record 8
The following is a DFT calculation (ωB97M-V/def2-TZVPD) of a cluster of 2 separate species, C4H7I2NO2 in total in a non-equilibrium geometry.

## Properties
E	-957.123577	Ha
gap between HOMO and LUMO	5.04	eV
lowest unoccupied orbital energy	-2.02	eV

Atoms and positions in Å:
C: 1.77 1.71 -0.75
C: 0.28 2.08 -0.75
I: -0.18 4.11 -0.60
C: -0.65 1.17 -0.83
I: -0.17 -0.90 -1.01
C: -2.15 1.55 -0.78
O: -2.75 1.81 -1.83
O: -2.57 1.58 0.37
H: 2.00 1.29 -1.72
H: 1.91 0.98 0.04
H: 2.35 2.60 -0.55
N: 0.03 -3.60 1.68
H: 0.28 -4.42 1.13
H: -0.81 -3.79 2.22
H: 0.80 -3.37 2.32
H: -0.14 -2.80 1.06



Record 9
The following is a DFT calculation (ωB97M-V/def2-TZVPD) of a structure of composition C38H68BCl4O30V in a non-equilibrium geometry.

## Properties
E	-6555.478088	Ha
2S+1	4
net charge	+1
gap between HOMO and LUMO (alpha / beta)	6.03 / 6.18	eV
lowest unoccupied orbital energy (alpha / beta)	-5.52 / -5.38	eV

Atoms and positions in Å:
V: 2.88 -3.87 -0.56
O: 0.91 -2.53 0.42
C: 0.53 -1.32 0.49
O: 0.97 -0.25 -0.22
B: 0.10 0.89 -0.03
O: -0.80 0.52 1.08
C: -0.54 -0.77 1.42
O: -1.07 -1.45 2.27
O: -0.55 1.24 -1.32
C: -0.33 2.53 -1.55
O: -0.65 3.10 -2.58
C: 0.57 3.09 -0.49
O: 0.89 2.10 0.36
O: 1.12 4.17 -0.52
C: 0.97 5.51 -3.74
Cl: 1.79 4.22 -4.63
Cl: -0.37 6.10 -4.79
H: 0.69 5.12 -2.76
H: 1.67 6.34 -3.62
C: -3.37 -1.36 4.35
Cl: -4.19 -1.16 5.92
Cl: -3.93 -0.02 3.28
H: -2.29 -1.18 4.38
H: -3.57 -2.33 3.89
C: -0.09 7.19 0.16
C: 1.32 7.64 -0.21
O: 2.17 7.72 0.94
C: 3.49 8.08 0.81
O: 4.07 8.26 -0.26
O: 4.05 8.17 2.03
C: 5.40 8.55 2.14
H: -0.52 6.44 -0.51
H: -0.64 8.11 0.01
H: -0.18 6.77 1.17
H: 1.18 8.68 -0.52
H: 1.67 7.05 -1.06
H: 5.33 9.15 3.05
H: 5.87 9.17 1.38
H: 5.95 7.62 2.31
C: -2.32 -5.06 1.01
C: -1.62 -5.40 -0.26
O: -0.82 -6.54 -0.08
C: 0.47 -6.41 0.26
O: 1.21 -5.38 0.12
O: 0.86 -7.56 0.77
C: 2.12 -7.87 1.27
H: -3.01 -4.21 0.93
H: -1.62 -4.72 1.78
H: -3.01 -5.85 1.31
H: -1.09 -4.57 -0.73
H: -2.38 -5.67 -1.00
H: 2.37 -8.86 0.88
H: 2.25 -7.87 2.36
H: 2.79 -7.10 0.89
C: 6.08 -2.03 4.88
C: 4.60 -2.44 4.71
O: 4.48 -3.04 3.34
C: 3.28 -3.56 2.89
O: 3.07 -3.99 1.71
O: 2.34 -3.50 3.86
C: 1.07 -4.17 3.73
H: 6.50 -1.37 4.12
H: 6.70 -2.92 4.93
H: 6.29 -1.47 5.79
H: 3.97 -1.55 4.81
H: 4.31 -3.17 5.46
H: 0.61 -4.34 2.76
H: 0.35 -3.60 4.32
H: 1.22 -5.17 4.15
C: 1.16 0.45 -4.25
C: 1.56 -0.84 -3.52
O: 0.87 -2.03 -3.93
C: 0.81 -3.17 -3.14
O: 1.35 -3.34 -2.02
O: -0.05 -4.09 -3.70
C: -0.61 -3.91 -4.98
H: 1.93 1.21 -4.11
H: 0.13 0.70 -3.99
H: 1.20 0.21 -5.31
H: 1.37 -0.71 -2.45
H: 2.60 -1.12 -3.62
H: 0.09 -3.78 -5.81
H: -1.10 -2.95 -5.05
H: -1.31 -4.70 -5.24
C: -3.16 -2.99 -8.63
C: -3.44 -2.53 -7.20
O: -2.75 -1.32 -6.95
C: -3.17 -0.54 -5.92
O: -4.18 -0.79 -5.21
O: -2.30 0.48 -5.77
C: -2.35 1.26 -4.63
H: -2.13 -3.30 -8.81
H: -3.39 -2.23 -9.37
H: -3.91 -3.71 -8.97
H: -3.18 -3.28 -6.46
H: -4.53 -2.45 -7.23
H: -3.38 1.57 -4.43
H: -1.73 2.14 -4.77
H: -1.99 0.67 -3.79
C: -4.26 -0.78 -0.58
C: -3.15 -1.79 -0.93
O: -3.24 -2.38 -2.16
C: -4.22 -3.28 -2.51
O: -5.13 -3.61 -1.77
O: -4.00 -3.63 -3.79
C: -4.77 -4.57 -4.48
H: -3.88 0.11 -1.08
H: -4.43 -0.38 0.42
H: -5.17 -1.11 -1.06
H: -3.24 -2.61 -0.21
H: -2.14 -1.39 -0.78
H: -5.70 -4.10 -4.78
H: -5.11 -5.30 -3.75
H: -4.23 -5.11 -5.26
O: 4.28 1.09 4.02
C: 3.20 1.19 3.46
O: 2.83 2.20 2.69
C: 3.76 3.14 2.34
C: 3.03 4.52 2.25
C: 2.12 0.15 3.67
H: 4.13 2.79 1.37
H: 4.64 3.08 2.98
H: 2.74 4.88 3.24
H: 2.19 4.46 1.56
H: 3.76 5.14 1.73
H: 1.13 0.62 3.60
H: 2.28 -0.21 4.69
H: 2.18 -0.65 2.94
O: -0.65 1.70 4.99
C: -1.13 2.53 4.18
O: -2.32 3.14 4.28
C: -3.14 2.94 5.40
C: -2.69 3.98 6.51
C: -0.29 3.14 3.06
H: -3.11 1.90 5.71
H: -4.16 3.00 5.02
H: -1.69 3.72 6.83
H: -3.30 3.91 7.41
H: -2.73 5.04 6.26
H: -1.01 3.29 2.26
H: 0.40 2.39 2.65
H: 0.21 4.02 3.45



Record 10
The following is a DFT calculation (ωB97M-V/def2-TZVPD) of a cluster of 2 separate species, C6H11NO2P in total in a non-equilibrium geometry.

## Properties
E	-781.851253	Ha
net charge	-1
gap between HOMO and LUMO (alpha / beta)	5.18 / 5.96	eV
lowest unoccupied orbital energy (alpha / beta)	2.67 / 3.00	eV

Atoms and positions in Å:
C: 0.23 -2.58 0.25
C: -2.50 -0.42 -0.12
C: 2.46 2.25 -0.92
C: -2.16 -1.87 0.22
C: 1.66 0.98 -0.66
C: -0.82 -1.99 0.89
N: 1.09 -3.12 -0.32
O: -0.20 2.27 1.00
O: 1.82 1.20 2.13
P: 0.85 1.23 1.01
H: -1.73 0.01 -0.77
H: -2.54 0.18 0.78
H: -3.46 -0.35 -0.63
H: 3.01 2.18 -1.87
H: 1.78 3.10 -0.97
H: 3.17 2.41 -0.11
H: -2.94 -2.26 0.88
H: -2.16 -2.47 -0.69
H: 2.29 0.09 -0.61
H: 0.88 0.83 -1.41
H: -0.71 -1.67 1.91



Record 11
The following is a DFT calculation (ωB97M-V/def2-TZVPD) of an isolated molecule of C6H12INOS in a non-equilibrium geometry.

## Properties
E	-1061.602861	Ha
gap between HOMO and LUMO	8.89	eV
lowest unoccupied orbital energy	0.39	eV

Atoms and positions in Å:
C: -1.58 -1.11 0.90
C: 0.76 -1.26 0.13
C: -1.91 0.37 1.12
C: 0.79 1.34 0.32
C: 1.35 0.07 -0.38
C: 1.29 0.28 -1.93
N: -0.69 -1.33 -0.19
O: -1.45 2.77 -0.02
S: -0.97 1.36 -0.22
I: 3.45 0.05 0.16
H: -1.27 -1.61 1.77
H: -2.49 -1.76 0.76
H: 1.29 -2.12 -0.34
H: 0.85 -1.41 1.29
H: -2.95 0.48 1.14
H: -1.38 0.67 2.06
H: 0.79 1.07 1.45
H: 1.40 2.25 -0.03
H: 1.23 -0.68 -2.48
H: 2.14 0.82 -2.36
H: 0.35 0.84 -2.04
H: -1.00 -1.10 -1.12



Record 12
The following is a DFT calculation (ωB97M-V/def2-TZVPD) of a cluster of 2 separate species, CH3BrCl2OSi in total in a non-equilibrium geometry.

## Properties
E	-3899.088805	Ha
gap between HOMO and LUMO	8.51	eV
lowest unoccupied orbital energy	-0.69	eV

Atoms and positions in Å:
C: -1.49 -0.27 0.17
O: -0.40 -0.98 0.62
Si: 1.46 0.37 -0.14
Cl: 1.27 0.71 -2.13
Cl: 1.70 1.88 1.12
Br: 2.77 -1.34 0.17
H: -1.39 0.35 -0.80
H: -1.75 0.39 0.95
H: -2.17 -1.10 0.04



What is the formula in the ninth record?
C38H68BCl4O30V



E of number 4 (C4H8O2)?
-307.623454 Ha